Here is a 2-piece molecular cluster, ClFH2Si overall from OMol25. Energies are from the ωB97M-V functional and the def2-TZVPD basis.

Geometry as XYZ:
```
5
Properties=species:S:1:pos:R:3
F -1.86294 2.14783 0.09377
Si -1.25841 0.88795 -0.76770
Cl 1.28623 -2.37503 0.21359
H -0.13213 0.57941 0.09953
H 1.96725 -1.24016 0.36080
```

Summary:
* LUMO energy: -0.7189 eV
* highest occupied orbital energy: -9.2 eV
* molecular weight: 84.55 g mol⁻¹
* gap between HOMO and LUMO: 8.437 eV
* energy above the lowest of the compared OMol25 structures with the same formula, charge and spin: 72.5 kcal/mol

***

Here is C10H19GeN2ReSSbSe4 as an isolated structure from OMol25. Energies are from the ωB97M-V functional and the def2-TZVPD basis.

Geometry as XYZ:
```
39
Properties=species:S:1:pos:R:3
Re -0.67081 0.29195 1.41372
Se 1.56090 -2.78882 4.89169
Sb 2.19952 -0.75221 4.11505
Se 1.03722 -1.02165 0.96103
Se -0.61396 0.68472 3.59438
Se 3.60720 1.02539 3.95297
C -2.15791 -3.23186 2.93463
Ge -2.72230 -2.77696 1.11662
C -4.65033 -2.79701 0.78699
C -1.62057 -3.53040 -0.30984
C -2.32576 -0.63469 1.01831
H -2.38896 -4.28573 3.10263
H -2.69375 -2.65305 3.68660
H -1.08618 -3.10186 3.07391
H -4.96372 -3.83704 0.68574
H -4.91216 -2.28153 -0.13572
H -5.20858 -2.35907 1.61233
H -1.69196 -4.61684 -0.22957
H -0.56294 -3.27672 -0.23419
H -1.98755 -3.24683 -1.29440
H -3.12736 -0.21649 1.64231
H -2.47032 -0.46685 -0.06180
C 1.50880 4.49569 -3.76695
C 1.72799 3.47090 -2.72607
C 2.86849 2.70252 -2.58156
C 2.94537 1.75412 -1.55964
N 1.90721 1.57714 -0.70867
C 0.85152 2.31118 -0.85819
S -0.57872 2.24334 0.20278
N 0.72441 3.24330 -1.83381
C 4.15490 0.93562 -1.34602
H 2.41328 4.64852 -4.34863
H 1.21552 5.44451 -3.31457
H 0.71035 4.17656 -4.44283
H 3.69581 2.84034 -3.26173
H -0.12628 3.79462 -1.90492
H 4.55981 0.59020 -2.29662
H 3.94817 0.08805 -0.69840
H 4.92367 1.55692 -0.87755
```

Summary:
* LUMO energy: -12.1988 eV
* highest occupied orbital energy: -18.2 eV
* molecular weight: 895.76 g mol⁻¹
* gap between HOMO and LUMO: 5.960 eV
* net charge: +3

***

Here is the molecule C10H18N2O2S from OMol25. Energies are from the ωB97M-V functional and the def2-TZVPD basis.

Geometry as XYZ:
```
33
Properties=species:S:1:pos:R:3
C 2.17186 -1.28842 1.39332
C 1.77525 0.04210 1.88006
C 1.84781 -1.72344 0.15193
C 0.73824 0.62873 1.29990
C 1.14924 -0.61719 -0.78443
C 0.14916 0.24513 -0.02322
C -2.24240 0.90785 0.89556
C -1.34431 -1.45799 1.07773
C -1.99381 -0.35366 -1.29420
C -1.31235 -0.18865 0.10963
N 0.80902 -1.29493 -2.03460
N 1.88648 2.18096 -0.69477
O 0.10313 1.56417 -2.41896
O -0.41784 2.87818 -0.42688
S 0.27131 1.80481 -1.01679
H 2.88492 -1.96204 1.89207
H 2.16624 0.44602 2.75997
H 2.12700 -2.66314 -0.20954
H 0.36079 1.64453 1.75293
H 1.92878 0.06071 -1.01137
H -3.22067 0.50263 0.89489
H -2.30733 1.94153 0.49203
H -2.01849 0.89906 1.99892
H -2.31719 -1.80285 0.92410
H -0.64903 -2.24338 0.64275
H -1.13833 -1.29523 2.11791
H -3.03004 -0.76310 -0.97736
H -1.47643 -1.03195 -1.92537
H -1.97146 0.56877 -1.60261
H 0.16659 -2.04975 -1.74229
H 0.29049 -0.66592 -2.63008
H 2.62349 2.03213 -1.35127
H 1.98990 3.05430 -0.13996
```

Summary:
* SMILES string: CC(C)(C)[C@@]1(S(N)(=O)=O)C=CC=C[C@H]1N
* LUMO energy: 0.4239 eV
* highest occupied orbital energy: -8.7 eV
* molecular weight: 230.33 g mol⁻¹
* gap between HOMO and LUMO: 9.075 eV
* energy above the lowest of the compared OMol25 structures with the same formula, charge and spin: 74.1 kcal/mol

***

Please write out number 1 again, unchanged.
Here is a 2-piece molecular cluster, ClFH2Si overall from OMol25. Energies are from the ωB97M-V functional and the def2-TZVPD basis.

Geometry as XYZ:
```
5
Properties=species:S:1:pos:R:3
F -1.86294 2.14783 0.09377
Si -1.25841 0.88795 -0.76770
Cl 1.28623 -2.37503 0.21359
H -0.13213 0.57941 0.09953
H 1.96725 -1.24016 0.36080
```

Summary:
* LUMO energy: -0.7189 eV
* highest occupied orbital energy: -9.2 eV
* molecular weight: 84.55 g mol⁻¹
* gap between HOMO and LUMO: 8.437 eV
* energy above the lowest of the compared OMol25 structures with the same formula, charge and spin: 72.5 kcal/mol

***

Which of these has the highest LUMO energy? C10H18N2O2S

***

Among the records above, which one has the highest gap between HOMO and LUMO? C10H18N2O2S